{
  "formula": "C6H16GaOZn",
  "method": "ωB97M-V/def2-TZVPD",
  "symbols": ["C", "C", "O", "C", "Ga", "C", "C", "C", "H", "H", "H", "H", "H", "H", "H", "H", "H", "H", "H", "H", "H", "H", "H", "H", "Zn"],
  "coordinates": [[3.0478, -0.6096, 0.6758], [1.6644, -0.6866, 0.0765], [1.4672, 0.4357, -0.8005], [0.4154, 0.4201, -1.6011], [-1.4286, 1.0096, -0.6324], [-0.7060, 1.7303, 1.1173], [-2.8826, -0.2999, -0.1074], [-2.1779, -1.5168, 0.4609], [3.0832, 0.0190, 1.5559], [3.4034, -1.6005, 0.9297], [3.6952, -0.2047, -0.1120], [0.9126, -0.6352, 0.8690], [1.5062, -1.6174, -0.4604], [0.5453, 1.1154, -2.4174], [0.1212, -0.5790, -1.9407], [-2.0798, 1.9833, -1.7025], [-1.2707, 1.3636, 1.9620], [-0.8723, 2.7935, 0.9635], [0.3432, 1.4981, 1.2343], [-3.4500, -0.5202, -1.0047], [-3.5536, 0.1465, 0.6144], [-2.6174, -2.4188, 0.0431], [-1.1110, -1.5773, 0.2036], [-2.2502, -1.5551, 1.5408], [4.1948, 1.3061, -1.4677]],
  "total_energy_ev": -109309.722,
  "max_force_ha_per_bohr": 0.041,
  "charge": 1,
  "homo_ha": -0.416,
  "multiplicity": 1
}

=====

{
  "formula": "C9H13N5O2",
  "method": "ωB97M-V/def2-TZVPD",
  "symbols": ["C", "C", "C", "C", "C", "N", "C", "C", "O", "C", "N", "O", "N", "C", "N", "N", "H", "H", "H", "H", "H", "H", "H", "H", "H", "H", "H", "H", "H"],
  "coordinates": [[-4.0189, -2.2359, -0.4143], [-3.0961, -1.1159, -0.0915], [-3.4105, 0.2467, 0.0725], [-2.2150, 0.8652, 0.3619], [-1.9066, 2.2904, 0.6492], [-1.2754, -0.1137, 0.3706], [0.1395, 0.0171, 0.5502], [0.8403, 0.1912, -0.8083], [2.1850, 0.6244, -0.6737], [3.0450, -0.2646, -0.1804], [2.8032, -1.4825, 0.2018], [3.9826, -2.0046, 0.6002], [4.9905, -1.1081, 0.4662], [4.4649, -0.0131, -0.0083], [5.1077, 1.1617, -0.2187], [-1.8026, -1.3084, 0.0871], [-4.5172, -2.0551, -1.3659], [-3.4548, -3.1618, -0.4751], [-4.7831, -2.3316, 0.3558], [-4.3754, 0.7046, -0.0072], [-2.8153, 2.8800, 0.5661], [-1.5123, 2.4060, 1.6594], [-1.1709, 2.6849, -0.0513], [0.5115, -0.8919, 1.0283], [0.3518, 0.8822, 1.1839], [0.3521, 0.9773, -1.3900], [0.8010, -0.7545, -1.3576], [6.1125, 1.1135, -0.2480], [4.6663, 1.7963, -0.8633]],
  "total_energy_ev": -21086.831,
  "de_lowest_kcal_mol": 0.0,
  "max_force_ha_per_bohr": 0.028,
  "smiles": "Cc1cc(C)n(CCOc2nonc2N)n1",
  "homo_ha": -0.328,
  "multiplicity": 1
}

=====

{
  "formula": "C5H8OS",
  "method": "ωB97M-V/def2-TZVPD",
  "symbols": ["C", "C", "C", "S", "C", "C", "O", "H", "H", "H", "H", "H", "H", "H", "H"],
  "coordinates": [[0.5563, -1.2826, -1.9059], [-0.1253, -0.3009, -0.9217], [-0.3313, 0.9904, -1.1558], [-1.0879, 1.7281, 0.2881], [-0.8800, 0.2710, 1.3265], [0.4214, 0.5471, 2.0523], [-0.6246, -0.8613, 0.2435], [0.3629, -1.0989, -2.9158], [0.0523, -2.2849, -1.5926], [1.6800, -1.2172, -1.9663], [-0.1825, 1.6691, -1.8756], [-1.8123, -0.1050, 1.8208], [0.3822, 1.7110, 2.2472], [1.1814, 0.2071, 1.3826], [0.4073, 0.0270, 2.9729]],
  "total_energy_ev": -18195.207,
  "de_lowest_kcal_mol": 48.3,
  "max_force_ha_per_bohr": 0.097,
  "smiles": "CC1=CS[C@H](C)O1",
  "homo_ha": -0.280,
  "multiplicity": 1
}

=====

{
  "formula": "C8H5O4ReSSbSe5",
  "method": "ωB97M-V/def2-TZVPD",
  "symbols": ["Re", "Se", "Sb", "Se", "Se", "Se", "O", "Se", "O", "O", "O", "C", "C", "C", "C", "C", "C", "C", "H", "H", "H", "H", "H", "S", "C"],
  "coordinates": [[0.6689, -1.7484, -0.3648], [3.6451, 2.2363, 0.8671], [3.8243, -0.1763, 1.0484], [1.5507, -2.0145, 2.1221], [3.0759, -1.3263, -1.0832], [5.9659, -1.0156, 1.7689], [-1.4271, -5.2247, 1.3485], [-0.4978, -3.9386, 1.1065], [0.2837, -3.5057, 2.5437], [0.6745, -4.0742, -0.0598], [-1.2155, -2.5335, 0.5777], [0.0096, -0.1355, -0.4328], [-0.6938, 1.1139, -0.3874], [0.0127, 2.3150, -0.3069], [-0.6812, 3.5142, -0.2597], [-2.0695, 3.5243, -0.3029], [-2.7758, 2.3283, -0.3834], [-2.0929, 1.1245, -0.4211], [1.0959, 2.2922, -0.2500], [-0.1291, 4.4428, -0.1831], [-2.6056, 4.4658, -0.2676], [-3.8589, 2.3376, -0.4092], [-2.6166, 0.1780, -0.4677], [-0.2943, -2.1959, -3.6436], [0.1508, -1.9840, -2.1594]],
  "total_energy_ev": -362801.314,
  "max_force_ha_per_bohr": 0.009,
  "charge": -2,
  "homo_ha": [-0.051, -0.066],
  "multiplicity": 2
}

=====

{
  "formula": "C11H22N2O2",
  "method": "ωB97M-V/def2-TZVPD",
  "symbols": ["C", "N", "C", "C", "O", "O", "C", "C", "C", "C", "C", "C", "N", "C", "C", "H", "H", "H", "H", "H", "H", "H", "H", "H", "H", "H", "H", "H", "H", "H", "H", "H", "H", "H", "H", "H", "H"],
  "coordinates": [[0.9592, 0.0811, -5.0375], [0.2515, 0.1556, -3.7330], [-1.0769, -0.4362, -3.5958], [0.9948, 0.5308, -2.5934], [2.1312, 0.9310, -2.7214], [0.3648, 0.4559, -1.3890], [1.1302, 1.0153, -0.3141], [0.3285, 1.1649, 0.9557], [0.0813, -0.1355, 1.7337], [-1.2164, -0.8498, 1.3228], [-1.2179, -1.7408, 0.0961], [-1.4037, -2.3423, 1.4634], [0.0652, 0.2083, 3.1617], [-0.9714, 1.2391, 3.6141], [1.4009, 0.3601, 3.7563], [1.9429, -0.3782, -4.9273], [1.1292, 1.0780, -5.4889], [0.4059, -0.5139, -5.7872], [-1.6082, -0.4777, -4.5743], [-1.7069, 0.0484, -2.8608], [-0.8972, -1.4620, -3.2811], [1.9352, 0.3324, -0.1117], [1.5139, 2.0108, -0.5888], [-0.5922, 1.6806, 0.7513], [1.0021, 1.8171, 1.5473], [0.8959, -0.8721, 1.5296], [-2.1106, -0.2320, 1.4486], [-2.1107, -1.7565, -0.5640], [-0.2469, -1.9813, -0.3949], [-2.4500, -2.6588, 1.7262], [-0.5908, -3.0099, 1.8892], [-0.6454, 2.2199, 3.3168], [-1.0678, 1.2744, 4.7202], [-1.9407, 1.0187, 3.1606], [1.3730, 0.1786, 4.8450], [1.8112, 1.3559, 3.5955], [2.1370, -0.3098, 3.3291]],
  "total_energy_ev": -18837.497,
  "de_lowest_kcal_mol": 76.6,
  "max_force_ha_per_bohr": 0.042,
  "smiles": "CN(C)C(=O)OCC[C@H](C1CC1)N(C)C",
  "homo_ha": -0.296,
  "multiplicity": 1
}

=====

{
  "formula": "C3H3Cl3N3",
  "method": "ωB97M-V/def2-TZVPD",
  "symbols": ["Cl", "C", "N", "N", "C", "N", "C", "Cl", "Cl", "H", "H", "H"],
  "coordinates": [[2.6670, -1.3588, 0.0008], [1.1637, -0.9398, 0.6482], [0.2022, -1.5819, 0.1483], [-0.9901, -1.3247, 0.2942], [-1.6697, -0.3443, -0.0802], [-0.8929, 0.7151, -0.7583], [0.1919, 1.2616, -0.2092], [1.6471, 1.5001, -0.9458], [0.0144, 1.9314, 1.4174], [1.2085, -0.2488, 1.4108], [-2.6941, -0.2355, -0.0772], [-0.8479, 0.6258, -1.8488]],
  "total_energy_ev": -45186.081,
  "de_lowest_kcal_mol": 32.2,
  "max_force_ha_per_bohr": 0.094,
  "smiles": "Cl/C=N/N=C\\[NH+]=C(Cl)Cl",
  "charge": 1,
  "homo_ha": [-0.525, -0.525],
  "multiplicity": 1
}

=====

{
  "formula": "C2H3KNO4S",
  "method": "ωB97M-V/def2-TZVPD",
  "symbols": ["K", "S", "O", "O", "O", "O", "C", "C", "N", "H", "H", "H"],
  "coordinates": [[0.8125, -0.1977, 0.3641], [3.5893, 0.8283, 2.9552], [2.8549, 0.1857, 1.8198], [3.6285, 2.2841, 2.6975], [2.8469, 0.5581, 4.2146], [4.9307, 0.2335, 3.0183], [-3.4533, -0.6387, -2.8967], [-2.5245, -0.6334, -1.7523], [-1.7983, -0.6327, -0.8677], [-3.4749, 0.3765, -3.2814], [-4.4095, -1.0715, -2.6257], [-3.0022, -1.2922, -3.6458]],
  "total_energy_ev": -38963.895,
  "de_lowest_kcal_mol": 23.1,
  "max_force_ha_per_bohr": 0.046,
  "charge": -1,
  "homo_ha": -0.081,
  "multiplicity": 1
}

=====

{
  "formula": "C3H8N3O",
  "method": "ωB97M-V/def2-TZVPD",
  "symbols": ["C", "C", "C", "N", "N", "N", "O", "H", "H", "H", "H", "H", "H", "H", "H"],
  "coordinates": [[1.0597, 0.0891, -0.0218], [-1.3804, -0.0014, -0.5579], [2.6116, 0.1513, 0.1745], [0.3489, 1.1530, 0.0829], [-0.6532, -1.1545, -0.6881], [-2.0470, 0.3995, 0.6950], [0.5832, -1.1879, -0.2124], [-1.9542, 0.3606, -1.4178], [3.1071, -0.5788, -0.5856], [3.0156, -0.1313, 1.1767], [2.8432, 1.1513, -0.0830], [-0.7892, -1.4812, -1.6849], [-2.3431, 1.3109, 0.8097], [-1.4021, 0.1067, 1.4614], [-3.0001, -0.1872, 0.8512]],
  "total_energy_ev": -9746.931,
  "de_lowest_kcal_mol": 127.6,
  "max_force_ha_per_bohr": 0.130,
  "charge": 1,
  "homo_ha": [-0.505, -0.505],
  "multiplicity": 1
}